Record 1
C48H89N2O2SSbSeSiTa | ωB97M-V/def2-TZVPD

```
! wB97M-V def2-TZVPD RIJCOSX def2/J DEFGRID3
* xyz 1 1
H -4.572 -1.273 0.846
H 3.144 -2.105 1.304
C 1.655 -1.268 -2.988
C 4.228 -1.487 -0.489
C 1.959 0.535 2.566
H 5.938 1.995 -3.310
H 0.498 -5.915 2.759
C 0.124 5.536 3.150
C -4.271 -0.545 -4.254
H -6.379 -2.314 1.730
C 1.489 4.739 -0.172
H 1.754 5.475 0.586
H -5.767 0.507 -3.057
H 1.654 -1.070 -5.616
H -0.729 6.180 0.841
H -1.148 0.571 6.957
H 2.810 1.184 2.381
H -4.156 0.199 -1.560
H 6.272 0.664 -2.206
H 1.209 -2.261 -2.896
C -0.607 -0.190 -3.128
H -1.171 3.480 4.360
H 3.741 3.195 -3.343
H -2.347 4.382 2.246
H 1.811 -0.875 -1.988
H 0.337 2.723 -1.549
O -0.099 -1.384 1.003
C -2.046 0.320 -1.279
H 6.464 1.173 2.729
C -1.269 -2.085 1.035
C 5.603 -1.689 -1.116
H 2.174 3.892 -0.065
C -0.085 3.378 4.317
H -5.301 -4.064 3.247
C -3.825 -3.289 1.065
C -6.337 -3.036 0.912
H -2.516 2.654 2.566
H -3.393 0.491 -5.961
H 2.531 4.453 2.349
H -0.616 6.190 -0.915
S -1.226 0.005 3.432
H -2.285 0.999 5.722
H 5.953 -0.380 2.092
H 0.452 5.926 4.119
H 4.805 0.643 2.963
H 2.339 4.505 4.097
H 0.093 -0.321 -5.903
C 2.026 3.978 3.189
H 0.329 3.846 5.217
H 2.625 -1.380 -3.479
C 0.750 -0.348 -3.812
H 0.617 6.134 2.384
H 0.153 2.316 4.353
H -5.601 -1.214 -2.659
C -2.644 -4.013 1.178
H 1.281 -3.101 2.157
H 5.632 -1.373 -2.159
H 6.386 -1.154 -0.574
H -6.279 -2.489 -0.031
H 1.680 5.197 -1.149
C 4.118 -2.237 0.835
H 4.079 3.617 -1.674
H 0.697 1.693 -4.537
C 0.505 4.046 3.070
H -4.436 -5.773 0.005
H 4.939 3.414 0.252
H 4.267 3.061 1.841
Ta 0.434 0.473 0.976
Se -2.262 0.535 0.608
H 0.182 -1.946 -5.198
H 4.258 -3.308 0.668
N -1.401 0.598 5.983
H -5.151 0.346 -6.025
C -2.152 3.387 1.844
H -6.177 -5.526 -0.102
C -0.193 -4.464 1.312
H 1.370 -3.256 0.398
H -6.416 -0.716 -4.141
C -3.068 -0.281 -3.354
H -6.296 -5.275 2.426
H -2.756 3.294 0.939
C 4.229 1.493 -2.110
H 2.364 -0.483 2.673
H -7.276 -3.591 0.913
C -5.585 -0.486 -3.474
H 1.527 0.837 3.517
C -5.336 -4.757 2.404
C 0.022 4.310 -0.075
H 1.486 1.509 -2.973
H 1.115 -0.863 4.663
C -4.152 -1.938 -4.886
H 1.950 -4.566 1.430
H 3.472 -1.882 -1.170
H -5.079 -4.508 -1.045
H -0.081 -4.913 -0.814
C 5.738 1.607 -2.307
C -3.187 0.098 -2.030
C -0.349 -5.238 2.629
H 0.905 -0.381 6.312
C 1.356 1.051 -3.950
H -1.258 -5.839 2.653
Sb 3.623 0.584 -0.226
H -1.162 -5.993 0.068
C -0.863 5.567 -0.049
C 5.107 2.859 1.177
H -0.375 -4.554 3.479
H 3.819 0.803 -2.851
C 5.632 0.649 2.251
H -3.286 -2.018 -5.544
C -1.773 -0.418 -3.853
H -2.725 -5.087 1.282
H -4.552 -5.502 2.547
C -3.703 -1.911 0.937
O 0.298 0.535 -0.965
C -0.759 0.213 -1.786
C -0.636 0.073 5.025
H 6.175 2.320 -1.605
H -1.921 5.314 -0.127
H -5.038 -2.149 -5.486
C 1.182 -3.799 1.324
C -5.213 -5.014 -0.087
H 2.324 1.009 -4.455
Si -0.293 3.207 1.490
H 4.880 -1.919 1.547
C -0.343 3.551 -1.355
H 6.002 3.271 1.650
C -2.445 -1.348 0.915
C -4.303 0.518 -5.360
H 2.387 2.955 3.277
C 5.285 1.362 0.948
H -4.068 -2.711 -4.119
N 0.558 -0.411 5.367
C -1.355 -3.474 1.171
H -0.950 5.710 3.082
H -4.398 1.519 -4.936
C 0.646 -0.958 -5.213
H -1.670 -0.731 -4.880
H 5.863 -2.751 -1.092
H 2.533 2.898 -2.097
H 6.123 1.215 0.263
C 3.600 2.870 -2.309
H 0.584 -6.172 0.235
H -1.361 3.150 -1.324
C -5.169 -4.010 1.074
H -0.292 4.233 -2.211
C -0.222 -5.444 0.130
*
```

Properties
**Highest occupied orbital energy**: -0.379 hartree
**Kohn-Sham gap**: 7.61 eV
**DFT total energy**: -5528.62296 Eh

***

Record 2
C48H94N6O10 | ωB97M-V/def2-TZVPD

```
! wB97M-V def2-TZVPD RIJCOSX def2/J DEFGRID3
* xyz 0 1
C 2.461 3.215 0.841
H -2.234 -0.059 0.258
H -3.171 2.483 9.298
C -1.964 0.980 0.422
C -0.912 0.076 -2.152
H -8.101 0.981 2.900
H 8.208 0.650 -0.535
H -6.170 -3.241 -9.103
C -5.189 0.672 9.224
C -7.052 1.235 2.821
O 0.643 2.348 -0.492
H -5.766 -1.161 3.538
C 2.895 -0.709 0.975
H 11.734 -2.418 -5.515
H -2.589 1.014 8.516
H 2.389 2.181 1.154
C 2.075 4.068 2.020
C -2.343 -3.563 -5.909
C -5.387 3.609 -1.011
N -6.850 -3.921 -7.257
H 13.995 -5.565 -0.535
H -0.359 3.462 -1.865
H 3.495 3.376 0.570
C -2.045 2.113 -3.017
H 11.302 -3.745 -4.418
C 1.557 3.415 -0.360
C 5.689 0.921 -2.521
H 2.049 3.738 3.945
C -5.394 2.314 -1.822
H -2.641 1.366 1.164
H -3.302 4.631 4.732
O 12.168 -4.690 -2.391
H 8.904 -0.913 -4.762
C -2.637 -3.849 -3.500
H -0.765 -1.651 0.196
N 12.351 -4.317 -0.160
H 0.053 -3.674 -3.741
C -4.601 2.376 -3.154
C -4.261 -0.575 4.887
H 0.643 2.201 -2.554
H -0.064 -2.651 -5.190
H -6.080 3.156 2.980
H -5.009 -3.056 -7.772
O -2.141 1.761 -0.728
H 6.031 -0.053 -2.877
H 2.151 3.487 -1.270
C 10.779 -1.090 -2.818
H -6.412 2.062 -2.092
H 5.917 1.670 -3.283
C -3.496 3.625 5.071
C 1.008 -0.725 -0.548
C -5.430 3.377 0.491
H -6.009 0.109 9.702
H -1.684 -4.212 -6.490
H 2.523 -1.568 2.913
H -3.480 -1.190 4.447
H 12.122 -3.057 1.502
H -7.481 3.781 0.688
O -2.288 -3.766 -2.334
C -3.402 1.433 -3.275
H -2.235 3.149 -2.775
H -5.183 4.312 0.989
H -7.439 -4.612 -5.422
H -8.531 -4.052 -8.505
H 11.839 -4.779 1.820
C -2.916 1.436 9.465
H 12.510 -2.562 -3.928
C -2.564 1.301 4.657
C 11.703 -3.977 1.092
O -5.310 1.200 8.136
H 8.085 2.365 -0.929
H 9.178 -2.594 -5.270
H -4.539 3.524 5.338
C -0.029 2.433 -1.728
H -5.298 -4.652 -8.465
H -5.294 2.159 -3.957
H -7.048 0.347 4.761
H -7.818 3.236 2.816
C -1.273 1.562 -1.817
H -4.321 1.301 5.926
H -4.721 0.055 2.875
H -3.348 -3.978 -5.915
C -3.579 0.606 5.568
C 7.796 1.361 -1.244
C -5.770 -3.704 -8.206
C 9.200 -1.908 -4.428
H -5.013 1.500 -1.217
C -3.112 2.575 4.027
C -6.310 0.788 4.103
C 2.123 -1.347 1.941
H -7.113 2.058 0.438
N 6.340 1.258 -1.272
H -6.644 0.673 1.989
H -2.952 3.440 5.991
H -8.876 -3.753 -6.794
H -4.511 4.195 -1.261
C 0.806 -1.703 1.652
H -3.621 -4.241 -3.802
H 8.484 -2.236 -3.673
O 9.941 -0.391 -2.268
H 4.610 0.882 -2.384
H 11.825 -1.136 -2.471
H 14.181 -4.436 0.825
H -2.282 0.619 3.862
H -1.400 2.044 -3.880
H -5.895 1.668 4.574
H -3.984 2.333 3.429
H 10.591 -4.217 -1.195
C -3.985 0.060 11.263
N -4.071 0.711 9.972
C 0.509 -0.351 -1.893
H 8.189 1.156 -2.227
H 3.919 -0.443 1.164
H -3.380 1.079 -4.300
C 11.670 -4.417 -1.311
C 0.254 -1.389 0.410
H -3.044 0.240 6.435
C -6.932 2.724 2.465
C -6.819 2.965 0.951
H -3.192 -0.691 11.262
O -5.444 -4.842 -5.737
H -3.527 0.560 -2.649
N -1.876 -3.465 -4.541
N 10.542 -1.877 -3.873
O 1.273 -0.400 -2.830
C 13.785 -4.557 -0.179
O 2.589 3.462 3.206
C 2.345 -0.411 -0.260
C -6.559 -4.489 -6.075
H -0.959 1.036 0.822
C -0.553 -2.932 -4.261
H 14.278 -3.854 -0.851
C 5.646 1.476 -0.144
H 10.638 -3.831 0.927
H -3.773 0.790 12.047
H -6.261 4.195 -1.276
H -2.377 3.001 3.353
H 1.022 4.362 -0.250
H -0.636 -2.060 -3.620
H -2.359 -2.573 -6.373
H -1.678 1.586 5.206
H -4.670 2.666 0.792
H -4.731 -1.191 5.646
H 2.496 5.065 1.930
H -4.929 -0.431 11.490
H -1.617 -0.637 -1.743
O 6.133 1.763 0.934
H -4.262 3.393 -3.305
H 2.936 0.075 -1.011
H -0.993 -0.007 -3.225
C -8.197 -3.521 -7.611
H -8.238 -2.448 -7.806
C -5.245 -0.240 3.778
H 0.182 -2.202 2.371
H 4.556 1.374 -0.284
H -2.107 1.371 10.188
C 11.582 -2.700 -4.468
H 0.994 4.131 2.097
*
```

Properties
**Highest occupied orbital energy**: -0.322 hartree
**Kohn-Sham gap**: 9.29 eV
**DFT total energy**: -2966.23498 Eh
**SMILES string**: CCCCCCCCCCCCCCCC[C@](COCCCO)(CC(=O)c1ccccc1)OC.CN(C)C=O.CN(C)C=O.CN(C)C=O.CN(C)C=O.CN(C)C=O.CN(C)C=O

***

Record 3
C48H96O32 | ωB97M-V/def2-TZVPD

```
! wB97M-V def2-TZVPD RIJCOSX def2/J DEFGRID3
* xyz 0 1
O -1.598 4.236 0.315
C -3.537 -8.162 -0.865
C -2.622 -5.194 -3.864
H 2.173 4.154 5.843
C -3.915 -0.719 -4.144
O -3.804 -1.960 -3.505
H 2.130 5.215 1.767
C 2.192 1.504 -2.652
H 4.052 -0.840 -1.066
C -4.691 2.315 -0.706
O -6.423 4.643 -2.800
H 1.596 2.958 3.502
C -6.043 4.033 -1.813
C -2.049 -0.978 -0.140
O -5.244 -5.005 4.181
C 1.537 4.495 5.025
H -6.564 -5.330 2.094
O -4.976 -3.389 5.561
O 8.575 0.535 -1.963
O -0.375 1.252 -3.664
H 2.739 7.787 -2.219
O -3.086 -2.968 -5.383
C -6.075 -6.259 2.386
H -3.759 -3.299 7.215
H 3.194 -0.013 4.648
C 2.874 0.260 3.642
H -2.566 3.101 -2.492
H -8.555 4.580 -0.369
H 3.648 2.692 -1.676
H -3.563 -7.081 -4.591
H -4.120 -5.431 2.539
O 8.364 -1.740 -2.191
H 10.377 -1.703 -1.881
C 5.834 0.459 -1.021
H -4.492 -2.089 0.485
H -7.603 5.887 -1.046
C 4.550 -3.850 0.462
C -3.369 -9.581 -0.314
H -3.951 5.592 2.207
H -2.143 -5.749 -3.057
C -1.605 4.599 -3.758
H 1.826 0.548 3.703
H 7.630 -3.194 -0.549
O 3.459 -3.084 0.355
C 2.881 4.494 1.447
O -5.144 2.998 -1.837
H 7.113 -4.147 0.769
H -4.052 1.450 -0.880
H 4.391 7.943 -1.766
H 9.926 -2.917 -3.028
H -0.542 -0.016 -7.252
C 7.923 -0.505 -1.837
H 2.980 -0.592 2.970
O 3.321 4.742 0.103
H -4.929 -2.021 7.091
C -3.147 6.138 1.715
H 3.689 4.575 2.175
H -1.435 1.580 -0.199
O -3.143 -3.991 -3.342
O -2.467 -1.957 0.686
H 2.471 3.492 1.555
C -7.455 5.667 1.113
C 1.053 -2.702 0.918
C 0.592 1.070 -4.353
H 0.162 -3.262 1.199
C 4.989 1.189 2.897
H -2.971 -8.010 -1.784
C 3.281 2.588 -2.697
O 3.747 6.006 -1.612
H 5.053 6.717 -3.949
H -4.542 -0.076 -3.528
H 9.874 -1.192 -3.527
C -3.804 -6.042 -4.361
H 7.087 -0.167 1.892
C -4.341 -4.176 4.701
C -7.598 5.098 -0.294
C -4.235 -2.622 6.506
H -4.201 -5.619 -5.284
H -0.776 5.296 -3.630
H -1.029 3.621 -1.975
H 6.299 1.182 -0.350
O 1.877 1.203 -3.996
H -2.192 5.827 2.137
C 2.220 -3.693 0.818
H -6.787 -6.781 3.027
H 7.491 0.131 3.573
H -0.177 0.825 -1.107
O 5.510 -3.253 -0.200
H -1.333 -0.228 -5.710
C 4.512 -0.091 -0.425
O 5.434 -0.051 3.194
C -1.964 4.003 -2.385
H 1.240 0.948 0.909
H -4.107 3.015 -0.106
O -1.014 -0.310 0.432
C 9.704 -1.898 -2.716
H -3.619 -3.605 0.959
H -1.985 -7.207 0.360
H 1.977 -4.605 0.273
O -0.650 4.961 4.623
C 0.304 5.092 5.680
C 3.700 7.278 -2.286
H 0.174 4.822 2.690
O 2.550 6.869 0.140
H -7.507 4.928 1.911
O -3.220 5.892 0.314
C 0.342 1.569 0.901
C 4.060 7.131 -3.772
H -1.413 3.795 -4.466
H 0.469 2.636 4.859
H -2.544 -9.966 1.683
O -3.144 -4.134 4.504
H 0.146 4.555 6.617
H 6.898 -2.225 4.171
H -3.245 7.209 1.887
H 6.916 -4.780 -0.811
H 3.817 0.704 -0.158
H 4.880 -0.479 0.526
O -2.633 -0.656 -1.159
H 6.191 -2.363 2.550
H -4.565 -6.129 -3.585
C -0.663 0.427 -6.265
H 4.088 8.114 -4.245
H -2.415 -10.060 -0.538
H 2.654 0.663 -2.136
H -3.577 -3.088 -0.695
H 1.407 1.906 -2.013
H 0.551 2.608 0.644
H 3.346 6.546 -4.352
H -2.360 5.252 -4.197
H -0.083 1.681 1.898
H -3.517 -6.294 0.354
H -1.002 3.653 3.038
H 4.154 2.341 -3.305
H 2.054 5.295 4.494
H -5.843 -6.942 1.570
O 5.647 2.052 2.387
C -3.615 -2.716 0.329
H -6.497 6.180 1.203
H -4.169 -10.258 -0.609
H 5.556 1.011 -1.919
C 3.156 5.972 -0.402
H 2.423 -4.005 1.844
C -4.811 -5.952 3.204
C -0.184 4.198 3.512
O -2.655 4.937 -1.549
O -6.569 4.143 -0.563
H 7.986 -2.275 2.891
H 0.865 -2.139 0.002
H -3.495 -2.008 5.995
H -8.225 6.427 1.248
C -3.074 -7.288 0.305
H -4.476 -0.798 -5.076
H -4.610 -8.037 -1.011
O 0.596 0.737 -5.668
H -1.844 -4.967 -4.592
H 2.943 3.503 -3.184
H -2.957 -0.234 -4.325
O 6.734 -0.632 -1.225
H -1.170 1.389 -6.355
C 0.885 3.400 4.202
C -0.580 0.906 -0.097
H -4.273 -6.774 3.671
H 1.229 -1.889 1.624
C -3.325 -2.958 -4.208
C 6.991 -1.904 3.133
O 4.630 -4.929 1.049
H 0.428 6.158 5.870
O -3.424 -8.021 1.443
H -4.276 -9.905 1.550
C -3.360 -9.416 1.214
C 6.824 -3.856 -0.242
H -5.522 1.984 -0.082
C -2.427 4.938 -0.261
C 6.790 -0.385 2.917
O 3.702 1.312 3.212
*
```

Properties
**Highest occupied orbital energy**: -0.350 hartree
**Kohn-Sham gap**: 9.94 eV
**DFT total energy**: -4294.20522 Eh
**SMILES string**: CCOC(=O)OC.CCOC(=O)OC.CCOC(=O)OC.CCOC(=O)OC.CCOC(=O)OC.CCOC(=O)OC.CCOC(=O)OC.CCOC(=O)OC.CCOC(=O)OC.CCOC(=O)OC.C1CCOC1.C1CCOC1

***

Taking the records one at a time from the top gives LUMO values of -2.70, 0.54, 0.41 eV.